Formula: C38H31NP2PdSSi
Source: the Open Molecules 2025 dataset
Level of theory: ωB97M-V with the def2-TZVPD basis set

Each line ends with the Löwdin charge.
CARTESIAN COORDINATES (ANGSTROEM)
Pd  -0.133  -0.953  -1.373  0.26
C  3.085  -1.002  -2.544  -0.20
Si  2.080  -0.738  -1.014  0.49
C  2.383  1.046  -0.445  -0.28
C  3.594  1.439  0.133  -0.09
C  3.868  2.774  0.377  -0.08
C  2.943  3.751  0.032  -0.07
C  1.732  3.385  -0.529  -0.09
C  1.441  2.037  -0.743  -0.36
P  -0.157  1.461  -1.408  1.03
C  -1.428  1.997  -0.216  -0.36
C  -1.187  2.749  0.927  -0.09
C  -2.243  3.132  1.746  -0.09
C  -3.540  2.769  1.427  -0.09
C  -3.786  2.001  0.296  -0.07
C  -2.737  1.609  -0.518  -0.10
C  -0.486  2.504  -2.864  -0.34
C  -1.031  3.784  -2.788  -0.09
C  -1.220  4.529  -3.941  -0.08
C  -0.875  3.998  -5.177  -0.08
C  -0.351  2.716  -5.261  -0.08
C  -0.162  1.969  -4.108  -0.09
C  2.632  -1.892  0.364  -0.28
C  3.961  -2.164  0.702  -0.09
C  4.267  -2.876  1.851  -0.07
C  3.251  -3.298  2.704  -0.07
C  1.929  -3.040  2.383  -0.09
C  1.622  -2.379  1.195  -0.38
P  -0.061  -1.944  0.670  0.99
C  -1.104  -3.438  0.729  -0.34
C  -0.675  -4.688  1.169  -0.08
C  -1.534  -5.777  1.131  -0.08
C  -2.827  -5.630  0.654  -0.08
C  -3.256  -4.394  0.191  -0.07
C  -2.396  -3.308  0.215  -0.13
C  -0.621  -0.935  2.091  -0.32
C  0.280  -0.015  2.631  -0.09
C  -0.082  0.774  3.711  -0.08
C  -1.354  0.665  4.254  -0.09
C  -2.264  -0.222  3.702  -0.08
C  -1.903  -1.019  2.625  -0.07
H  4.146  -0.810  -2.363  0.03
H  2.739  -0.332  -3.332  0.03
H  2.960  -2.028  -2.890  0.03
H  4.336  0.691  0.390  0.10
H  4.811  3.059  0.825  0.10
H  3.166  4.796  0.204  0.11
H  1.011  4.147  -0.799  0.10
H  -0.175  3.030  1.189  0.10
H  -2.046  3.714  2.638  0.10
H  -4.359  3.070  2.069  0.10
H  -4.796  1.700  0.049  0.11
H  -2.932  0.994  -1.392  0.08
H  -1.325  4.192  -1.827  0.10
H  -1.645  5.522  -3.876  0.10
H  -1.028  4.578  -6.078  0.10
H  -0.105  2.292  -6.225  0.11
H  0.210  0.951  -4.167  0.07
H  4.765  -1.817  0.063  0.10
H  5.300  -3.086  2.098  0.10
H  3.493  -3.823  3.619  0.11
H  1.143  -3.336  3.067  0.12
H  0.337  -4.828  1.519  0.09
H  -1.187  -6.745  1.469  0.10
H  -3.493  -6.483  0.621  0.10
H  -4.252  -4.278  -0.215  0.11
H  -2.722  -2.362  -0.202  0.07
H  1.276  0.078  2.217  0.10
H  0.633  1.472  4.126  0.11
H  -1.638  1.278  5.100  0.10
H  -3.263  -0.302  4.113  0.11
H  -2.620  -1.722  2.218  0.10
S  -0.168  -2.032  -3.715  0.51
C  -1.642  -1.643  -3.053  -1.00
N  -2.585  -1.314  -2.441  0.04

The energy relative to the best compared isomer or geometry (same formula, charge and spin) comes out at 11.4 kcal/mol. As for the lowest unoccupied orbital energy: 0.09 eV. The total energy comes out at -82172.736 eV. The HOMO energy is -7.386 eV. As for the gap between HOMO and LUMO: 7.48 eV.

=====

Formula: C4HO2
Source: the Open Molecules 2025 dataset
Level of theory: ωB97M-V with the def2-TZVPD basis set

Each line ends with the natural charge from an NBO analysis.
CARTESIAN COORDINATES (ANGSTROEM)
C  0.855  1.466  -0.401  -0.33
C  -0.545  0.735  -0.405  -0.05
C  -0.989  -0.540  -0.051  0.67
C  1.357  0.357  -0.019  -0.28
O  -1.183  -1.713  -0.249  -0.67
O  -1.389  0.378  0.873  -0.59
H  1.895  -0.682  0.252  0.25

As for the charge: -1. The energy relative to the best compared isomer or geometry (same formula, charge and spin) comes out at 79.6 kcal/mol. As for the lowest unoccupied orbital energy: 4.35 eV. The total energy comes out at -8253.491 eV. The HOMO energy is -2.462 eV. As for the gap between HOMO and LUMO: 6.82 eV.

=====

Formula: C23H31N3O6S2
Source: the Open Molecules 2025 dataset
Level of theory: ωB97M-V with the def2-TZVPD basis set

Each line ends with the natural charge from an NBO analysis.
CARTESIAN COORDINATES (ANGSTROEM)
C  -0.321  0.463  -8.608  -0.26
O  -1.538  -0.162  -8.254  -0.53
C  -2.161  0.375  -7.120  -0.06
C  -1.399  0.137  -5.801  -0.28
N  -0.444  1.185  -5.506  -0.68
C  -0.941  2.446  -5.012  -0.24
C  -1.110  2.518  -3.490  -0.08
O  -1.821  1.390  -3.030  -0.56
C  -2.056  1.420  -1.645  -0.25
S  1.069  0.730  -5.002  2.33
O  1.865  1.922  -4.962  -0.95
O  1.488  -0.349  -5.849  -0.94
C  0.956  0.079  -3.326  -0.32
C  0.273  -1.095  -3.073  -0.18
C  0.193  -1.560  -1.774  -0.16
C  0.793  -0.856  -0.731  -0.13
C  0.643  -1.406  0.640  0.67
O  0.352  -2.569  0.868  -0.60
N  0.827  -0.521  1.654  -0.62
C  0.690  -0.891  2.964  0.06
S  0.283  -2.496  3.405  0.52
C  0.289  -2.040  5.092  -0.20
C  0.604  -0.729  5.286  -0.04
C  0.874  -0.052  4.048  -0.27
C  1.344  1.314  3.797  0.68
N  1.902  1.993  4.825  -0.81
O  1.273  1.839  2.684  -0.68
C  0.554  -0.032  6.618  -0.44
C  -0.458  -0.656  7.583  -0.39
C  0.076  -1.883  8.320  -0.39
C  0.768  -2.891  7.403  -0.39
C  0.006  -3.110  6.095  -0.44
C  1.514  0.305  -1.008  -0.20
C  1.593  0.767  -2.310  -0.15
H  0.463  0.277  -7.870  0.19
H  -0.032  0.030  -9.564  0.19
H  -0.458  1.544  -8.722  0.16
H  -3.127  -0.133  -7.067  0.19
H  -2.335  1.453  -7.260  0.16
H  -0.822  -0.781  -5.917  0.24
H  -2.109  0.029  -4.975  0.22
H  -0.224  3.215  -5.309  0.24
H  -1.901  2.639  -5.493  0.21
H  -0.124  2.561  -3.007  0.17
H  -1.655  3.440  -3.235  0.18
H  -2.692  2.270  -1.372  0.17
H  -2.561  0.490  -1.394  0.20
H  -1.117  1.488  -1.084  0.17
H  -0.178  -1.641  -3.884  0.23
H  -0.334  -2.473  -1.540  0.24
H  1.007  0.484  1.548  0.46
H  2.164  1.543  5.682  0.40
H  2.290  2.899  4.615  0.41
H  0.254  1.003  6.444  0.23
H  1.541  -0.031  7.094  0.20
H  -1.357  -0.916  7.023  0.21
H  -0.743  0.092  8.326  0.21
H  0.783  -1.566  9.090  0.20
H  -0.761  -2.370  8.826  0.20
H  0.861  -3.840  7.932  0.21
H  1.777  -2.550  7.164  0.20
H  -1.067  -3.174  6.300  0.21
H  0.303  -4.064  5.654  0.22
H  2.026  0.844  -0.224  0.23
H  2.151  1.656  -2.561  0.24

The energy relative to the best compared isomer or geometry (same formula, charge and spin) comes out at 2.6 kcal/mol. As for the lowest unoccupied orbital energy: -0.14 eV. The total energy comes out at -62780.081 eV. The HOMO energy is -8.059 eV. As for the gap between HOMO and LUMO: 7.92 eV.

=====

Formula: C21H37NO4
Source: the Open Molecules 2025 dataset
Level of theory: ωB97M-V with the def2-TZVPD basis set

Each line ends with the natural charge from an NBO analysis.
CARTESIAN COORDINATES (ANGSTROEM)
C  -1.228  -1.618  1.144  -0.17
C  -0.846  -2.649  0.289  -0.26
C  -0.491  -2.337  -1.009  0.03
N  -0.588  -1.111  -1.510  -0.43
C  -1.018  -0.155  -0.702  0.04
C  -1.309  -0.338  0.630  -0.27
H  -1.380  -1.895  2.180  0.22
H  -0.632  -3.644  0.659  0.22
H  -0.162  -3.109  -1.697  0.19
H  -1.164  0.819  -1.162  0.20
H  -1.612  0.489  1.261  0.23
C  1.323  1.820  2.760  -0.44
C  0.387  1.252  3.849  -0.43
C  -0.432  2.504  4.213  -0.07
O  -0.580  3.233  3.023  -0.53
C  0.691  3.173  2.369  -0.08
H  1.341  1.163  1.891  0.21
H  2.324  1.961  3.157  0.22
H  0.941  0.981  4.746  0.21
H  -0.275  0.451  3.527  0.20
H  0.146  3.090  4.946  0.15
H  -1.417  2.308  4.632  0.19
H  1.292  4.017  2.725  0.17
H  0.543  3.279  1.296  0.19
C  2.553  -3.847  -3.831  -0.44
C  1.318  -3.375  -4.601  -0.43
C  1.659  -1.946  -5.005  -0.07
O  3.068  -1.906  -5.127  -0.53
C  3.613  -2.766  -4.138  -0.07
H  2.860  -4.851  -4.121  0.21
H  2.377  -3.899  -2.755  0.20
H  0.397  -3.387  -4.011  0.21
H  1.120  -4.011  -5.464  0.21
H  1.331  -1.205  -4.266  0.17
H  1.213  -1.687  -5.966  0.19
H  3.858  -2.215  -3.221  0.17
H  4.541  -3.170  -4.544  0.19
C  -4.380  0.025  2.598  -0.43
C  -4.873  0.724  1.327  -0.43
C  -6.066  1.490  1.868  -0.07
O  -5.713  1.913  3.177  -0.53
C  -4.708  1.042  3.700  -0.07
H  -3.306  -0.175  2.578  0.21
H  -4.823  -0.963  2.725  0.21
H  -5.179  0.003  0.571  0.22
H  -4.119  1.398  0.922  0.21
H  -6.964  0.858  1.921  0.16
H  -6.349  2.362  1.277  0.19
H  -5.075  0.572  4.615  0.18
H  -3.822  1.638  3.932  0.17
C  3.169  2.150  -1.263  -0.43
C  1.965  1.189  -1.206  -0.44
C  2.597  -0.205  -1.260  -0.07
O  3.997  -0.036  -1.036  -0.53
C  4.355  1.235  -1.549  -0.07
H  3.299  2.630  -0.291  0.20
H  3.024  2.945  -1.992  0.22
H  1.269  1.322  -2.031  0.22
H  1.407  1.313  -0.278  0.20
H  2.465  -0.637  -2.263  0.16
H  2.247  -0.933  -0.531  0.19
H  4.553  1.163  -2.628  0.16
H  5.268  1.556  -1.052  0.19

As for the lowest unoccupied orbital energy: 0.62 eV. The total energy comes out at -32055.076 eV. The HOMO energy is -9.478 eV. As for the gap between HOMO and LUMO: 10.10 eV.

=====

Formula: C5H7N4S
Source: the Open Molecules 2025 dataset
Level of theory: ωB97M-V with the def2-TZVPD basis set

Each line ends with the natural charge from an NBO analysis.
CARTESIAN COORDINATES (ANGSTROEM)
C  -0.849  1.392  1.253  -0.35
C  0.070  0.987  2.077  0.04
C  -1.359  0.739  0.084  0.15
C  0.847  -1.497  0.049  0.25
C  0.455  -0.151  -1.334  -0.03
N  -0.846  0.199  -0.994  -0.49
N  0.956  -1.142  1.195  -0.14
N  0.486  -0.497  -2.640  -0.50
N  0.796  -0.227  2.163  -0.40
S  -0.747  -0.798  -3.439  0.73
H  -1.355  2.361  1.706  0.28
H  0.273  1.627  2.854  0.23
H  -2.485  0.911  0.091  0.21
H  1.106  -2.397  -0.439  0.24
H  1.354  0.378  -1.064  0.24
H  1.377  -0.484  2.928  0.43
H  -0.079  -1.401  -4.489  0.12

As for the charge: +1. The energy relative to the best compared isomer or geometry (same formula, charge and spin) comes out at 161.1 kcal/mol. As for the lowest unoccupied orbital energy (alpha / beta): -6.06 / -6.06 eV. The total energy comes out at -22080.522 eV. The HOMO energy (alpha / beta) is -12.447 / -12.447 eV. As for the gap between HOMO and LUMO (alpha / beta): 6.39 / 6.39 eV.

=====

Formula: C15H19FN2O2
Source: the Open Molecules 2025 dataset
Level of theory: ωB97M-V with the def2-TZVPD basis set

Each line ends with the natural charge from an NBO analysis.
CARTESIAN COORDINATES (ANGSTROEM)
C  -3.726  -2.483  0.649  -0.41
N  -3.369  -1.106  0.392  -0.44
C  -2.362  -0.621  1.316  -0.23
C  -2.139  0.877  1.089  -0.22
N  -1.726  1.102  -0.275  -0.43
C  -0.523  1.523  -0.714  0.70
O  -0.244  1.539  -1.901  -0.65
C  0.472  1.991  0.347  -0.51
C  1.705  2.642  -0.295  -0.52
C  3.003  2.038  0.185  0.59
O  3.850  2.706  0.735  -0.54
C  3.195  0.578  -0.028  -0.20
C  4.165  -0.064  0.744  -0.13
C  4.408  -1.415  0.601  -0.29
C  3.673  -2.120  -0.337  0.42
F  3.896  -3.441  -0.485  -0.32
C  2.715  -1.510  -1.128  -0.29
C  2.475  -0.157  -0.971  -0.16
C  -2.697  0.588  -1.220  -0.23
C  -2.924  -0.902  -0.975  -0.23
H  -2.878  -3.175  0.527  0.17
H  -4.517  -2.778  -0.038  0.20
H  -4.101  -2.569  1.668  0.20
H  -2.717  -0.784  2.336  0.21
H  -1.400  -1.155  1.191  0.16
H  -1.403  1.252  1.796  0.22
H  -3.088  1.399  1.251  0.20
H  -0.019  2.704  1.010  0.23
H  0.768  1.122  0.940  0.23
H  1.733  3.711  -0.082  0.24
H  1.631  2.517  -1.380  0.27
H  4.723  0.522  1.458  0.24
H  5.152  -1.923  1.194  0.23
H  2.174  -2.092  -1.857  0.23
H  1.739  0.318  -1.598  0.24
H  -2.316  0.760  -2.227  0.25
H  -3.640  1.126  -1.083  0.20
H  -3.699  -1.267  -1.652  0.21
H  -1.988  -1.453  -1.185  0.17

The energy relative to the best compared isomer or geometry (same formula, charge and spin) comes out at 0.0 kcal/mol. As for the lowest unoccupied orbital energy: 0.50 eV. The total energy comes out at -25656.445 eV. The HOMO energy is -9.059 eV. As for the gap between HOMO and LUMO: 9.56 eV.